1.
Computed, not measured: a structure of composition C51H103Br2ClIN3O10P, with ωB97M-V/def2-TZVPD.

Each line ends with the Löwdin charge.
Cartesian coordinates (Å):
C: 8.838 -4.549 3.161  -0.206
C: 2.753 5.986 -0.117  -0.404
H: -2.843 -4.645 -3.672  0.114
C: -2.864 7.586 -2.060  -0.251
I: 1.874 3.730 -4.253  1.098
N: -3.219 7.279 -3.447  0.004
H: -5.596 -4.215 -1.653  0.110
H: -3.339 6.851 -1.416  0.112
H: -2.288 2.677 1.053  0.090
H: 0.791 -3.675 2.016  0.109
H: 4.038 -6.740 6.150  0.112
C: -1.332 7.536 -1.781  -0.228
Br: -1.749 1.271 -1.644  0.733
H: 0.249 4.233 1.149  0.083
H: -1.586 5.839 -0.476  0.044
H: -10.255 -6.510 -2.359  0.112
H: -0.836 -3.236 4.553  0.115
N: 1.138 3.967 0.766  0.019
H: -9.408 -2.718 -2.593  0.112
N: 1.378 5.750 -0.758  -0.062
H: 0.887 -2.315 3.153  0.107
Br: -1.015 4.467 -2.668  0.850
H: -10.550 -4.996 -4.263  0.114
H: 6.171 2.928 -4.005  0.079
H: -0.087 -4.739 3.990  0.102
C: -0.886 -3.636 -1.872  -0.171
C: -6.074 -2.087 -1.529  -0.156
H: 3.796 4.213 0.636  0.086
H: -7.679 -5.717 -1.846  0.112
H: -5.660 9.260 -3.304  0.113
H: 0.068 -2.637 -3.579  0.112
H: -2.563 -2.932 1.156  0.105
H: 4.533 4.792 -2.998  0.100
H: -6.755 -2.465 1.221  0.118
H: -1.494 7.370 0.307  0.139
C: 0.086 3.436 -1.423  -0.589
O: 7.659 -5.148 3.705  -0.162
H: 0.176 0.514 1.798  0.065
H: -0.885 -5.784 -1.630  0.116
C: 2.636 3.690 -1.080  -0.207
C: -6.141 12.215 -1.880  -0.168
H: -2.468 -5.063 -1.318  0.103
H: 0.570 2.708 -2.067  0.011
C: -10.405 -4.518 -3.292  -0.167
C: 3.092 3.297 -2.531  -0.603
H: -5.110 -1.941 1.632  0.104
H: 0.349 6.269 1.006  0.097
H: -5.267 12.849 -2.044  0.113
C: -1.883 -5.113 -3.427  -0.199
H: -0.392 0.775 3.445  0.083
H: 3.282 6.748 -0.677  0.060
C: 1.250 4.191 -0.658  -0.315
H: 9.563 -3.372 4.821  0.112
O: -0.841 -4.405 -4.105  -0.139
H: -2.614 -2.070 2.706  0.113
Cl: 4.791 7.405 1.250  0.319
C: -5.851 11.183 -0.799  -0.204
H: 7.376 -4.894 5.729  0.118
H: 0.830 7.608 0.064  0.117
C: -1.882 -4.110 2.874  -0.153
C: 1.625 2.775 1.459  -0.204
C: 6.021 -9.639 1.860  -0.210
H: 4.965 3.695 -4.995  0.059
H: 4.014 -11.766 1.314  0.117
H: -5.184 11.555 -0.020  0.115
C: 9.414 -5.485 5.253  -0.166
H: -4.383 10.489 -3.292  0.113
H: 9.688 -5.324 6.294  0.113
H: 7.513 -6.577 5.188  0.117
H: 9.274 -5.234 2.426  0.117
H: 10.830 -4.317 4.032  0.112
C: 3.761 -6.899 5.109  -0.163
H: -9.253 -2.974 -4.341  0.118
H: 4.037 -10.433 -0.704  0.111
C: -5.218 -3.299 -1.200  -0.196
H: 4.660 2.089 -4.321  0.072
H: -6.774 10.834 -0.326  0.118
H: 5.171 3.495 -2.008  0.111
H: 2.650 2.869 1.812  0.109
C: -1.576 -4.997 -1.940  -0.168
C: -9.816 -5.517 -2.297  -0.166
H: 0.892 -4.109 -3.031  0.116
H: 1.296 0.399 3.148  0.080
H: 5.191 -5.749 3.890  0.092
H: -1.630 -2.836 -1.885  0.101
H: -4.178 -3.152 -1.519  0.102
C: -1.040 6.780 -0.495  -0.209
C: 0.395 6.619 -0.020  -0.148
H: -2.743 -4.354 3.493  0.115
H: -2.593 7.753 -4.086  0.069
C: 9.784 -4.324 4.332  -0.169
H: 6.330 -9.038 -0.221  0.110
C: -1.936 3.333 0.258  -0.157
O: -5.230 -3.432 0.223  -0.145
C: 5.098 3.065 -4.123  -0.136
H: 3.618 -6.648 2.284  0.111
H: 2.939 -5.022 2.510  0.105
H: 2.678 7.757 -3.943  0.101
C: -2.056 -2.805 2.114  -0.202
H: 3.923 -8.926 0.211  0.107
C: -0.606 -3.837 3.669  -0.156
C: -9.297 -3.478 -3.375  -0.208
H: -9.944 -5.151 -1.276  0.114
H: -1.612 4.255 0.733  0.060
H: 5.959 -8.577 2.125  0.109
C: 0.207 -3.022 2.673  -0.204
C: 4.359 -9.928 0.205  -0.170
H: 1.617 1.902 0.803  0.109
H: -1.902 -6.143 -3.783  0.118
H: -7.122 -2.378 -1.601  0.096
H: -6.240 11.837 -4.049  0.113
C: -6.380 11.324 -3.099  -0.167
C: -8.343 -5.500 -2.684  -0.201
C: -0.843 2.613 -0.509  -0.741
C: 5.876 -9.841 0.358  -0.170
O: -0.738 -2.295 1.879  -0.166
O: 4.924 -10.323 2.469  -0.147
H: 1.726 -6.298 5.587  0.113
H: -11.357 -4.093 -2.977  0.112
C: -5.762 -2.248 0.812  -0.206
O: -5.225 10.075 -1.455  -0.165
H: 4.237 -7.819 4.765  0.112
C: 7.907 -5.569 5.050  -0.212
H: 0.774 5.905 -2.806  -0.015
H: -2.794 3.535 -0.373  0.065
C: -0.087 -3.637 -3.170  -0.208
O: 2.009 -6.543 3.559  -0.154
H: 1.852 -7.978 5.033  0.118
C: 2.682 8.185 -2.943  -0.034
H: -4.877 -0.690 -0.397  0.101
C: -5.836 -1.207 -0.300  -0.160
H: -0.260 1.947 0.111  0.046
H: -3.237 8.585 -1.861  0.089
H: -3.134 6.288 -3.633  0.031
H: -0.979 8.560 -1.665  0.117
H: -0.188 3.016 2.651  0.101
H: -6.609 -0.460 -0.126  0.111
H: 2.804 2.752 -0.566  0.130
P: 2.887 6.720 1.633  0.647
C: 3.195 -5.954 3.019  -0.199
C: 0.734 2.436 2.663  -0.211
C: 3.966 -10.683 1.469  -0.203
C: 1.582 6.251 -2.173  -0.267
H: 6.958 -10.038 2.251  0.116
H: -5.789 -1.613 -2.466  0.117
H: -0.853 7.120 -2.662  0.046
H: -7.392 10.917 -3.076  0.115
H: 2.514 5.831 -2.548  0.077
H: 4.490 4.936 -0.768  0.100
O: 3.252 5.477 2.585  -0.355
H: 2.968 -10.429 1.826  0.115
H: 8.561 -3.626 2.650  0.114
C: 4.144 -5.744 4.188  -0.163
H: 2.501 9.251 -2.999  0.103
C: 0.437 0.943 2.764  -0.089
H: 6.339 -10.782 0.058  0.114
H: -1.720 -4.935 2.177  0.117
H: 1.259 2.733 3.570  0.112
H: 3.099 2.211 -2.556  0.078
H: -8.136 -6.217 -3.485  0.119
C: -5.360 10.216 -2.876  -0.217
H: -0.261 -3.502 -0.990  0.106
C: 2.253 -6.973 4.903  -0.200
C: 3.550 4.694 -0.300  -0.122
H: 4.131 5.102 2.450  0.048
O: 1.644 7.635 -2.137  -0.163
H: 9.894 -6.404 4.913  0.115
H: -6.984 12.856 -1.632  0.112
H: 3.934 -4.788 4.676  0.115
H: 3.663 8.021 -2.493  0.093
C: 4.534 3.706 -2.861  -0.334
O: -8.070 -4.181 -3.165  -0.163

The value obtained for the LUMO energy is -2.1 eV. The HOMO energy is -10.41 eV. The frontier orbital gap is 8.33 eV. The calculation puts the total energy at -9168.5752 a.u. The energy above the lowest of the compared OMol25 structures with the same formula, charge and spin is 0.0000 eV. The net charge is +1.

2.
Computed, not measured: the molecule C4H8N2, with ωB97M-V/def2-TZVPD.

Each line ends with the Löwdin charge.
Cartesian coordinates (Å):
H: -2.379 -0.609 0.521  0.076
H: 2.717 -0.725 0.584  0.067
H: -1.845 -1.819 -0.668  0.074
H: 2.221 0.543 -0.540  0.077
H: 0.307 -0.301 1.492  0.106
H: -2.508 -0.288 -1.194  0.084
N: -0.522 2.438 0.204  0.148
C: -0.550 1.353 -0.194  -0.232
N: 0.626 -0.465 0.540  -0.092
H: 2.278 0.871 1.181  0.080
H: -0.062 -0.260 -1.478  0.141
C: -1.857 -0.749 -0.429  -0.048
C: 2.005 0.096 0.437  -0.119
C: -0.431 -0.082 -0.455  -0.363

The value obtained for the LUMO energy is 1.0 eV. The HOMO energy is -9.27 eV. The frontier orbital gap is 10.22 eV. The calculation puts the total energy at -266.6834 a.u. The energy above the lowest of the compared OMol25 structures with the same formula, charge and spin is 1.0503 eV.

3.
Computed, not measured: a cluster of 7 separate species, C33H72NO10P in total, with ωB97M-V/def2-TZVPD.

Each line ends with the Löwdin charge.
Cartesian coordinates (Å):
C: 5.295 -4.729 3.455  -0.057
C: -5.571 -1.773 -3.847  -0.065
N: 1.243 -1.325 0.010  0.079
H: 0.277 1.334 -8.119  0.081
H: -0.927 -7.073 -0.037  0.035
O: 3.624 -1.048 -0.129  0.100
H: 1.864 1.646 -7.435  0.081
O: -3.314 -3.420 3.622  0.082
H: 1.698 9.380 -1.696  0.079
H: -1.829 2.134 -6.827  0.081
H: -0.626 -2.404 1.897  0.109
C: -2.216 -1.304 3.980  -0.001
H: 5.975 9.359 -1.269  0.080
H: -6.961 -2.575 6.538  0.079
H: 2.869 7.653 1.374  0.066
H: -0.272 -2.367 -2.857  0.117
H: -1.777 -1.570 -0.878  0.101
C: 1.710 -6.299 1.172  -0.283
H: -6.451 -1.856 -3.202  0.082
O: 1.011 4.870 1.047  -0.070
O: -2.784 -2.460 1.672  -0.038
H: 0.959 4.700 1.996  0.084
H: -1.451 -0.891 1.328  0.132
H: -5.819 0.460 -2.211  0.082
H: -1.155 -1.025 3.708  0.078
H: -1.184 3.788 -6.809  0.081
C: 2.011 7.001 1.550  -0.064
O: -6.403 -4.945 5.472  -0.056
O: 3.801 7.829 -1.205  -0.066
H: 3.716 9.636 -0.266  0.136
O: 3.947 -2.917 4.285  -0.062
H: 4.495 -2.309 3.772  0.088
H: 1.513 -1.861 -2.482  0.114
C: 1.172 -3.690 -0.409  -0.305
C: -0.991 -5.948 -0.160  -0.320
H: -1.657 -3.337 -0.553  0.113
H: 2.553 -2.528 2.215  0.089
C: 0.857 2.056 -7.535  -0.064
C: 0.230 2.273 -6.167  -0.495
H: -3.598 -0.917 -3.815  0.134
H: 5.914 -5.586 3.731  0.082
H: -2.866 -0.372 3.943  0.100
H: 2.210 5.870 -0.266  0.128
H: 0.914 2.992 -8.096  0.080
C: 2.505 -3.286 0.413  -0.233
C: -4.483 -0.949 -3.174  -0.500
H: 3.889 7.480 -2.101  0.093
H: -4.874 -1.611 -1.378  0.093
H: -1.960 -5.647 0.356  0.033
H: 2.615 10.817 -2.191  0.081
C: 0.414 -1.774 -2.187  -0.112
C: -7.512 -4.119 5.129  -0.502
H: 4.468 -5.081 2.833  0.064
C: 1.390 0.718 -2.412  -0.176
H: 2.296 0.148 -2.770  0.114
H: 5.281 9.305 -2.881  0.081
C: 2.161 5.683 0.808  -0.496
P: 0.389 -4.997 0.710  0.937
H: 5.189 10.804 -1.934  0.080
H: -0.511 -0.044 -3.200  0.091
C: 0.099 -0.190 -2.255  -0.176
C: 0.364 -2.307 -0.661  -0.390
O: 0.194 1.035 -5.458  -0.075
C: 1.941 1.804 0.062  0.052
H: 0.870 -0.776 0.783  0.131
C: -4.959 0.467 -2.889  -0.063
H: 1.105 7.521 1.228  0.080
C: 3.408 4.936 1.253  -0.063
H: -6.963 -3.985 3.037  0.079
H: -5.245 0.981 -3.809  0.079
H: 2.663 -6.173 0.582  0.030
C: 2.635 -1.723 0.055  -0.351
H: -4.172 1.044 -2.396  0.078
H: -0.350 0.418 -5.964  0.092
H: -5.641 -4.652 4.953  0.079
H: -5.875 -1.326 -4.796  0.080
O: 1.979 -3.188 1.777  -0.134
C: -1.180 2.830 -6.286  -0.063
H: 2.032 2.299 1.060  0.040
H: 1.914 6.834 2.628  0.080
C: 3.816 9.254 -1.285  -0.499
H: 4.137 -4.693 5.267  0.141
C: -2.799 -2.458 3.085  -0.459
H: 6.521 -2.782 5.013  0.082
C: 4.767 -4.013 4.688  -0.492
H: -5.219 -2.790 -4.036  0.080
H: 1.299 -7.347 1.177  0.036
H: -8.038 -5.322 3.411  0.079
O: -4.099 -1.577 -1.953  -0.063
H: 5.892 -4.052 2.836  0.085
C: -1.179 -2.341 -0.295  -0.093
H: -8.681 -3.668 3.357  0.077
H: -1.089 -5.726 -1.262  0.034
H: 3.498 3.987 0.721  0.052
H: -8.365 -4.460 5.721  0.136
H: 3.395 -3.952 0.248  0.144
C: -7.193 -2.673 5.475  -0.066
H: 4.309 5.526 1.068  0.081
H: 5.509 -2.980 6.436  0.080
H: 1.176 1.490 -3.219  0.084
C: 5.903 -3.501 5.560  -0.064
H: 6.540 -4.321 5.899  0.081
C: 5.140 9.714 -1.876  -0.065
H: 1.461 -4.026 -1.463  0.124
H: -8.033 -2.015 5.238  0.077
H: 3.360 4.697 2.322  0.082
C: -1.468 -2.033 1.238  -0.205
H: -6.312 -2.326 4.925  0.075
H: 0.848 2.961 -5.585  0.139
H: -2.169 -1.693 5.045  0.099
H: 2.697 9.317 -3.139  0.082
H: -1.622 2.970 -5.296  0.080
C: 1.701 1.579 -1.121  -0.099
H: -0.574 0.113 -1.398  0.110
C: 2.641 9.727 -2.126  -0.062
H: 1.969 -6.057 2.255  0.031
C: -7.822 -4.278 3.648  -0.066

The value obtained for the LUMO energy is 0.5 eV. The HOMO energy is -7.40 eV. The frontier orbital gap is 7.90 eV. The calculation puts the total energy at -2448.8629 a.u. The energy above the lowest of the compared OMol25 structures with the same formula, charge and spin is 4.0092 eV.

4.
Computed, not measured: a structure of composition C46H64AuClGeN4O2P3, with ωB97M-V/def2-TZVPD.

Each line ends with the Löwdin charge.
Cartesian coordinates (Å):
N: -0.685 -2.198 1.868  -0.119
C: 3.664 -0.669 2.753  -0.113
P: 0.935 -0.178 2.599  1.091
C: -0.493 3.979 1.173  -0.536
H: -3.051 -4.925 -0.784  0.122
C: 2.651 -2.014 -3.889  -0.077
H: -2.407 5.537 -0.858  0.071
H: -2.047 0.412 4.944  0.093
C: -1.573 4.716 1.962  -0.078
C: -0.985 -5.857 1.736  -0.045
H: 1.653 3.003 -3.030  0.045
H: 1.310 -2.568 2.401  0.105
C: -0.597 -4.619 2.193  0.014
H: -1.019 1.153 2.857  0.049
H: 1.265 -0.384 -5.688  0.066
C: -1.845 3.550 -1.539  -0.528
H: 2.720 1.130 -4.162  0.123
H: 0.091 2.652 -3.798  0.058
O: 2.802 0.472 -0.093  -0.188
C: -2.361 -4.825 0.042  0.017
H: -3.598 4.292 -0.459  0.081
H: 1.556 -0.572 5.514  0.059
H: 2.813 -2.959 -1.350  0.095
C: 0.206 1.843 4.449  -0.108
H: 0.749 1.478 5.317  0.078
H: 2.692 0.932 3.776  0.104
H: -0.966 -0.027 -3.828  0.089
H: -1.795 -0.936 3.845  0.065
C: 1.623 1.158 -4.167  -0.505
P: 1.157 0.105 -2.705  1.072
C: 5.547 -0.198 -0.394  -0.028
H: -0.622 -6.746 2.227  0.120
H: -1.023 4.014 -2.100  0.102
N: -2.372 0.339 0.513  -0.168
C: -5.425 -1.854 2.317  -0.052
C: -4.822 -3.156 -2.796  -0.064
C: 2.516 -0.136 3.603  -0.529
C: 1.172 2.597 -3.919  -0.121
H: 2.967 -1.363 -4.700  0.075
H: 4.614 -0.439 3.225  0.095
H: 5.528 3.187 -0.470  0.124
C: -1.285 -0.200 4.465  -0.091
H: 1.264 4.404 -0.030  0.053
C: -4.345 -2.950 -1.511  -0.025
H: -4.566 1.359 1.812  0.102
C: -3.446 -0.323 1.037  -0.247
H: -2.372 2.027 1.749  0.071
H: 3.354 -0.706 -2.340  0.099
C: -2.807 -2.208 -3.694  -0.016
H: 0.882 2.450 3.848  0.064
C: 0.485 4.947 0.508  -0.102
H: -2.599 2.743 -3.401  0.095
H: 1.764 -2.568 -4.189  0.082
H: 0.039 0.890 -5.638  0.083
H: 1.099 -2.654 -1.619  0.068
H: -2.223 -1.934 -4.557  0.100
H: 3.603 -1.749 2.637  0.079
H: 2.020 -1.620 -0.508  0.027
H: -0.024 5.609 -0.188  0.082
C: 0.441 -1.966 2.709  -0.397
H: -4.362 -3.556 1.564  0.126
H: -0.102 -1.579 -3.857  0.098
C: 2.430 -1.243 -2.591  -0.509
H: 0.962 5.564 1.268  0.096
H: 7.968 2.801 -0.224  0.114
H: 0.074 3.353 1.880  0.081
H: 3.645 -0.213 1.767  0.031
H: 2.417 -1.943 4.799  0.082
C: -5.480 -0.467 2.345  -0.057
H: -1.083 5.284 2.751  0.095
H: -4.371 -3.018 -4.885  0.115
C: -2.879 4.623 -1.208  -0.083
C: 3.587 1.349 -0.571  -0.646
H: -3.433 4.863 -2.113  0.095
H: 4.857 -1.027 -0.424  0.109
H: -3.310 2.187 0.256  0.096
Cl: 9.462 0.403 -0.088  0.733
C: 7.283 1.972 -0.286  -0.075
H: 0.061 -4.544 3.042  0.114
H: -2.123 5.419 1.345  0.071
Ge: -0.778 -0.856 0.138  1.209
C: 2.432 -0.864 4.941  -0.090
H: 7.300 -1.423 -0.259  0.112
C: -0.384 0.700 3.628  -0.537
C: 5.049 1.105 -0.466  -0.146
C: -4.503 0.288 1.734  -0.012
Au: 0.895 1.581 -0.721  0.755
C: 2.063 -2.177 -1.443  -0.127
N: -2.528 -2.335 0.021  -0.066
C: -3.096 -2.398 -1.297  -0.178
C: -1.070 -3.447 1.571  -0.251
N: -1.220 -1.212 -2.127  -0.142
H: 0.204 -2.204 3.751  0.108
H: 3.446 -2.739 -3.721  0.098
O: 3.141 2.378 -1.106  -0.048
H: -6.284 0.028 2.867  0.117
C: 5.926 2.186 -0.415  -0.001
C: 7.774 0.668 -0.233  -0.659
H: -6.172 -2.442 2.825  0.114
C: -2.320 -1.923 -2.392  -0.255
C: -4.416 -2.479 1.602  -0.016
H: -0.596 2.486 4.808  0.089
C: 6.906 -0.419 -0.295  -0.082
H: 1.629 1.224 -6.300  0.099
C: -3.472 -1.729 0.923  -0.190
H: 1.447 3.218 -4.769  0.097
H: 3.313 -0.619 5.531  0.096
H: -2.121 -6.940 0.275  0.120
H: -0.736 -0.711 5.251  0.076
C: -4.024 -2.812 -3.884  -0.066
C: -2.450 2.419 -2.374  -0.117
C: -2.018 -3.574 0.516  -0.162
C: -0.411 -0.747 -3.206  -0.380
C: -2.380 1.772 0.676  -0.370
H: -1.791 1.547 -2.361  0.028
C: 1.100 0.677 -5.521  -0.090
P: -1.008 2.734 -0.102  0.940
H: -5.791 -3.605 -2.946  0.110
C: -1.839 -5.965 0.642  -0.024
H: -2.281 4.038 2.437  0.071
H: -4.946 -3.249 -0.666  0.116
H: -3.418 2.114 -1.983  0.089

The value obtained for the LUMO energy (spin up / spin down) is -8.0 / -8.4 eV. The HOMO energy (spin up / spin down) is -12.00 / -11.98 eV. The frontier orbital gap (spin up / spin down) is 3.99 / 3.62 eV. The calculation puts the total energy at -5857.0967 a.u. The net charge is +2. The spin multiplicity is 2.